1.
DFT (wB97M-V/def2-TZVPD) results for a cluster of 3 separate species, C35H70BIN5O7 in total.

Each line ends with the Mulliken charge.
CARTESIAN COORDINATES (ANGSTROEM)
1 C 3.537 -4.465 3.613  0.047
2 C 3.448 -4.246 2.430  -1.222
3 C 3.539 -3.625 1.115  0.890
4 N 4.310 -4.048 0.132  0.652
5 O 5.128 -5.118 0.187  -0.459
6 C 4.181 -3.183 -0.987  0.115
7 B 4.969 -3.303 -2.386  0.563
8 O 6.350 -3.408 -2.314  -0.527
9 N 4.384 -3.278 -3.711  -0.018
10 C 4.404 -1.927 -4.329  -0.875
11 C 3.023 -3.867 -3.681  -0.705
12 C 3.264 -2.243 -0.527  -0.696
13 C 2.840 -1.064 -1.394  0.404
14 C 4.010 -0.004 -1.438  -0.983
15 C 4.139 0.637 -0.015  0.086
16 C 3.851 2.186 0.001  -1.134
17 C 2.398 2.536 -0.452  0.429
18 C 2.297 2.820 -1.996  -0.337
19 C 1.063 3.698 -2.396  -1.313
20 C -0.199 3.216 -1.622  -0.743
21 C -0.530 1.698 -1.893  0.725
22 C -2.094 1.558 -1.835  -1.025
23 C -2.580 0.149 -1.382  0.088
24 C -4.158 0.127 -1.438  -0.880
25 C -4.746 -1.296 -1.776  -0.090
26 C -5.445 -1.853 -0.483  -1.210
27 N 2.856 -2.511 0.782  0.411
28 C 1.957 -1.805 1.685  -0.604
29 C 0.627 -1.332 1.043  0.286
30 O 0.095 -1.826 0.113  -0.367
31 I -0.242 0.433 1.984  0.039
32 H 3.559 -4.550 4.695  0.419
33 H 5.975 -4.888 0.606  0.381
34 H 6.652 -3.338 -1.398  0.292
35 H 3.378 -1.534 -4.480  0.340
36 H 5.014 -1.260 -3.684  0.254
37 H 4.897 -1.906 -5.322  0.340
38 H 2.564 -3.848 -4.687  0.332
39 H 2.336 -3.326 -2.996  0.214
40 H 3.124 -4.916 -3.333  0.284
41 H 1.943 -0.527 -1.041  -0.701
42 H 2.622 -1.383 -2.433  0.185
43 H 3.874 0.724 -2.252  0.645
44 H 4.963 -0.543 -1.630  0.638
45 H 5.173 0.480 0.347  0.276
46 H 3.435 0.197 0.717  -0.648
47 H 4.654 2.662 -0.593  0.377
48 H 3.973 2.480 1.067  0.233
49 H 2.088 3.447 0.104  0.726
50 H 1.739 1.694 -0.149  -0.681
51 H 2.141 1.831 -2.482  -0.092
52 H 3.262 3.252 -2.323  0.585
53 H 1.311 4.760 -2.219  0.324
54 H 0.862 3.509 -3.471  0.422
55 H -1.069 3.786 -2.013  0.563
56 H -0.160 3.428 -0.534  0.293
57 H -0.055 1.033 -1.146  -0.691
58 H -0.196 1.427 -2.919  0.352
59 H -2.441 2.282 -1.065  0.311
60 H -2.555 1.795 -2.815  0.346
61 H -2.175 -0.681 -1.992  0.328
62 H -2.268 0.010 -0.330  -0.217
63 H -4.500 0.417 -0.423  0.373
64 H -4.501 0.914 -2.137  0.353
65 H -3.919 -1.965 -2.083  0.395
66 H -5.480 -1.156 -2.596  -0.018
67 H -6.088 -1.037 -0.100  0.322
68 H -4.644 -2.036 0.260  0.389
69 H -6.018 -2.764 -0.734  0.252
70 H 1.677 -2.462 2.536  0.477
71 H 2.454 -0.930 2.149  0.420
72 C 6.720 3.836 2.447  -0.967
73 O 6.063 2.719 3.028  -0.141
74 C 6.957 1.681 3.416  -0.770
75 C 7.030 1.565 4.931  -0.276
76 N 7.714 2.711 5.517  -0.315
77 C 7.598 2.789 6.974  -0.686
78 C 6.201 2.988 7.567  -0.471
79 O 5.620 4.248 7.275  -0.434
80 C 4.945 4.322 6.032  -0.517
81 H 5.958 4.500 2.039  0.241
82 H 7.289 4.392 3.197  0.384
83 H 7.382 3.526 1.634  0.411
84 H 7.951 1.812 2.978  0.472
85 H 6.542 0.747 3.021  0.262
86 H 7.570 0.650 5.194  0.394
87 H 6.001 1.477 5.303  0.180
88 H 7.333 3.561 5.123  0.072
89 H 8.214 3.636 7.289  0.376
90 H 8.049 1.893 7.413  0.394
91 H 6.310 2.960 8.655  0.358
92 H 5.515 2.172 7.313  0.333
93 H 4.488 3.370 5.749  0.264
94 H 5.624 4.666 5.248  0.141
95 H 4.156 5.070 6.125  0.352
96 C -12.161 -1.409 0.296  -0.711
97 O -12.437 -1.624 -1.076  -0.338
98 C -12.489 -0.423 -1.842  -0.790
99 C -11.307 -0.338 -2.794  -0.183
100 N -10.058 -0.118 -2.072  -0.329
101 C -8.861 -0.279 -2.896  -0.570
102 C -8.582 -1.665 -3.484  -0.717
103 O -8.266 -2.652 -2.515  -0.355
104 C -9.388 -3.285 -1.922  -0.602
105 H -12.301 -2.356 0.817  0.238
106 H -11.126 -1.086 0.447  0.293
107 H -12.844 -0.671 0.726  0.341
108 H -12.555 0.465 -1.207  0.405
109 H -13.405 -0.472 -2.437  0.394
110 H -11.469 0.487 -3.494  0.365
111 H -11.280 -1.273 -3.367  0.173
112 H -10.001 -0.771 -1.301  0.043
113 H -8.009 -0.012 -2.263  0.334
114 H -8.890 0.454 -3.709  0.410
115 H -7.690 -1.571 -4.111  0.401
116 H -9.382 -2.010 -4.148  0.411
117 H -10.233 -3.366 -2.610  0.324
118 H -9.688 -2.759 -1.013  0.175
119 H -9.087 -4.291 -1.626  0.292

Cartesian forces, eV/Å:
-0.28 0.29 -0.06
0.63 0.78 -0.40
-0.81 -1.41 2.96
0.10 1.83 -1.15
-0.06 -0.85 -0.01
-1.06 -0.20 1.58
1.34 -0.23 -0.72
-1.05 0.28 0.53
-1.31 0.50 1.30
0.86 0.16 -0.47
0.04 -0.23 -0.20
-0.26 0.82 -1.82
0.50 0.90 -0.30
0.06 -0.94 1.05
0.24 1.25 -0.55
-0.08 -1.09 0.67
0.91 0.54 -0.41
-0.64 -0.53 0.58
0.43 -0.95 0.64
-0.09 -0.11 -0.82
-0.95 1.06 -0.19
0.78 -0.94 0.67
-0.94 0.80 -0.16
0.87 -0.59 0.29
-0.28 0.99 0.85
0.56 0.40 -1.07
1.21 -1.15 -1.43
-0.49 0.79 0.78
0.00 0.24 -0.06
0.32 -0.20 0.18
0.40 -0.56 0.03
0.01 -0.27 -0.71
-0.28 0.31 0.04
0.25 0.06 -0.31
0.51 -0.11 0.34
-0.57 -0.05 -0.52
-0.29 -0.31 0.47
0.36 -0.17 0.47
0.22 -0.29 -0.32
-0.32 0.54 -0.33
0.33 -0.49 -0.01
0.07 -0.18 0.74
-0.09 -0.28 0.49
-0.58 0.28 -0.13
-0.54 0.04 0.06
0.35 -0.03 -0.42
-0.58 0.12 0.21
0.10 0.07 -0.67
0.04 -0.56 -0.30
0.19 0.64 -0.15
0.35 0.63 0.03
-0.57 -0.18 -0.08
-0.37 -0.39 -0.14
0.17 0.48 0.47
0.49 -0.19 0.26
0.11 -0.18 -0.57
-0.19 0.24 -0.43
0.02 0.00 0.65
-0.09 -0.34 -0.60
0.33 0.11 0.53
0.01 0.52 0.18
0.02 -0.20 -0.54
-0.04 0.01 -0.61
0.08 -0.52 0.23
-0.59 0.25 -0.08
0.40 -0.49 0.40
0.03 -0.72 -0.08
-0.57 -0.14 -0.21
0.22 0.46 0.47
0.20 0.17 -0.64
-0.15 -0.45 -0.44
-0.22 0.03 0.06
0.31 0.08 -0.20
-0.33 -0.32 0.22
0.05 0.37 -0.13
-0.11 -0.22 0.06
0.04 0.26 -0.13
0.23 0.02 0.32
-0.10 -0.30 -0.14
0.06 0.35 0.17
-0.05 -0.08 0.04
0.14 0.01 -0.11
0.06 0.03 0.04
-0.01 0.15 0.07
0.04 -0.03 -0.01
0.01 0.01 0.04
-0.06 -0.20 -0.07
0.02 -0.01 -0.02
-0.03 -0.04 0.08
-0.06 -0.04 -0.03
0.00 0.03 -0.02
-0.03 0.05 -0.16
0.09 -0.04 -0.03
-0.09 -0.13 -0.17
0.02 -0.03 0.07
0.00 -0.20 -0.13
0.07 0.25 0.26
-0.12 -0.19 -0.46
0.07 -0.07 0.37
-0.01 -0.01 -0.23
0.00 -0.07 0.31
0.33 0.22 -0.14
-0.24 0.01 -0.16
0.32 -0.10 0.21
-0.02 0.00 -0.08
-0.04 0.13 0.13
0.06 0.04 0.03
0.13 -0.07 0.08
0.00 0.04 0.01
0.04 0.00 -0.01
-0.17 0.02 -0.13
-0.04 0.03 0.01
0.05 -0.02 -0.09
-0.06 -0.05 -0.04
0.01 -0.02 0.02
-0.11 -0.04 0.13
-0.02 0.10 0.02
-0.23 -0.03 -0.04
0.04 0.02 -0.07

Kohn-Sham gap = 6.1 eV
total charge = +1
E_LUMO = -3.7 eV

2.
DFT (wB97M-V/def2-TZVPD) results for a cluster of 9 separate species, C35H71NO9 in total.

Each line ends with the Mulliken charge.
CARTESIAN COORDINATES (ANGSTROEM)
1 C 1.429 0.763 -6.750  -1.148
2 C 1.197 1.121 -5.307  0.650
3 O 1.064 2.310 -4.978  -0.667
4 N 0.789 0.147 -4.432  0.120
5 C 0.735 -1.278 -4.641  -0.544
6 H 0.650 0.050 -7.021  0.343
7 H 2.453 0.442 -6.942  0.265
8 H 1.273 1.650 -7.364  0.345
9 H 0.484 0.481 -3.529  0.131
10 H 1.757 -1.645 -4.556  0.330
11 H 0.125 -1.581 -5.492  0.360
12 H 0.223 -1.695 -3.774  -0.193
13 C 1.983 4.260 3.030  0.019
14 C 3.153 3.341 2.907  -0.394
15 C 3.084 2.590 4.282  -0.178
16 O 2.716 3.555 5.206  -0.507
17 C 1.679 4.405 4.584  -0.578
18 H 1.156 3.737 2.548  -0.269
19 H 2.127 5.232 2.558  0.406
20 H 4.110 3.850 2.793  0.341
21 H 3.062 2.722 2.014  0.213
22 H 4.022 2.153 4.625  0.322
23 H 2.250 1.891 4.344  0.159
24 H 1.775 5.445 4.897  0.290
25 H 0.667 4.178 4.919  0.294
26 C 4.304 -0.831 2.378  -0.819
27 C 2.766 -0.493 2.190  1.318
28 C 2.103 -1.814 2.558  0.253
29 O 3.081 -2.601 3.305  -0.516
30 C 4.343 -2.338 2.723  -0.407
31 H 4.752 -0.350 3.247  0.298
32 H 4.885 -0.512 1.512  0.446
33 H 2.446 -0.273 1.172  -0.507
34 H 2.561 0.399 2.783  -0.507
35 H 1.825 -2.342 1.646  -0.322
36 H 1.174 -1.661 3.107  0.257
37 H 4.538 -2.933 1.831  0.119
38 H 5.115 -2.560 3.459  0.398
39 C -3.723 -2.075 -3.807  -0.615
40 C -4.287 -0.969 -2.995  -0.032
41 C -4.590 -1.607 -1.567  -0.557
42 O -3.490 -2.471 -1.425  -0.244
43 C -2.976 -3.024 -2.686  -0.007
44 H -3.159 -1.673 -4.648  0.309
45 H -4.517 -2.600 -4.339  0.333
46 H -5.142 -0.559 -3.530  0.444
47 H -3.613 -0.125 -2.852  -0.250
48 H -5.573 -2.074 -1.619  0.329
49 H -4.405 -0.869 -0.787  0.205
50 H -3.159 -4.093 -2.795  0.424
51 H -1.893 -2.906 -2.652  -0.284
52 C -1.535 0.470 0.043  0.433
53 C -0.994 1.803 -0.160  0.217
54 C 0.515 1.611 -0.386  -0.052
55 O 0.527 0.278 -0.965  -0.579
56 C -0.769 -0.290 -0.937  1.290
57 H -2.598 0.331 -0.151  0.032
58 H -1.326 0.097 1.046  -0.334
59 H -1.174 2.349 0.766  0.742
60 H -1.545 2.328 -0.940  -0.735
61 H 1.004 1.745 0.579  -0.581
62 H 0.899 2.347 -1.092  0.431
63 H -0.621 -1.368 -0.875  -0.817
64 H -1.150 -0.027 -1.924  -0.112
65 C 4.224 -2.185 -2.165  -0.860
66 C 3.328 -2.310 -1.018  -0.099
67 C 2.002 -2.681 -1.732  0.677
68 O 2.345 -3.418 -2.846  -0.490
69 C 3.789 -3.298 -3.122  -0.655
70 H 5.288 -2.225 -1.933  0.434
71 H 3.981 -1.229 -2.630  0.311
72 H 3.362 -1.441 -0.360  -0.036
73 H 3.661 -3.191 -0.468  0.169
74 H 1.478 -1.745 -1.929  -0.301
75 H 1.446 -3.268 -1.001  -0.003
76 H 4.044 -3.073 -4.157  0.359
77 H 4.325 -4.210 -2.859  0.371
78 C -1.344 6.296 -2.288  -0.565
79 C -1.228 5.018 -3.118  -0.384
80 C -2.508 4.131 -2.645  -0.339
81 O -2.489 4.379 -1.200  -0.405
82 C -2.161 5.820 -1.098  -0.483
83 H -1.765 6.944 -3.057  0.301
84 H -0.399 6.637 -1.865  0.290
85 H -0.263 4.576 -2.869  0.072
86 H -1.412 5.050 -4.192  0.441
87 H -2.383 3.060 -2.806  0.168
88 H -3.396 4.483 -3.170  0.402
89 H -1.585 5.906 -0.177  0.305
90 H -3.059 6.404 -0.892  0.231
91 C -1.865 -0.032 4.274  0.308
92 C -2.411 1.312 4.060  -0.219
93 C -3.386 1.565 5.230  -0.479
94 O -3.257 0.404 6.091  -0.435
95 C -1.991 -0.167 5.836  -0.627
96 H -0.854 -0.198 3.901  -0.209
97 H -2.595 -0.761 3.924  0.148
98 H -2.774 1.357 3.034  0.138
99 H -1.636 2.078 4.091  0.072
100 H -4.451 1.694 5.034  0.307
101 H -3.072 2.442 5.795  0.251
102 H -1.849 -1.222 6.070  0.407
103 H -1.255 0.463 6.336  0.331
104 C -1.319 -3.630 0.817  1.416
105 C -0.889 -4.087 2.175  -0.078
106 C -0.745 -5.604 2.013  -0.743
107 O -1.795 -5.814 1.056  -0.557
108 C -2.085 -4.771 0.218  -0.419
109 H -0.519 -3.528 0.084  -1.288
110 H -1.970 -2.762 0.926  0.365
111 H -1.592 -3.703 2.915  0.274
112 H 0.126 -3.862 2.501  -0.044
113 H -0.929 -6.212 2.899  0.330
114 H 0.136 -6.098 1.603  0.254
115 H -3.162 -4.653 0.337  0.199
116 H -1.706 -5.083 -0.755  0.278

Cartesian forces, eV/Å:
0.11 0.13 0.03
-2.11 1.53 0.70
0.83 -1.04 -0.07
0.11 0.67 -0.47
0.20 0.09 0.97
0.46 -0.38 -0.27
-0.18 -0.52 -0.02
0.00 0.08 0.31
0.22 0.21 -0.05
-0.23 -0.68 -0.74
0.54 -0.01 -0.32
-0.01 -0.04 0.02
-1.45 0.39 0.85
0.82 -0.90 0.71
-0.17 0.12 -0.86
-1.14 2.46 0.61
1.57 -0.21 -0.79
-0.33 0.36 -0.05
-0.09 -0.08 0.02
0.02 0.14 0.33
-0.04 -0.34 0.18
-0.09 -0.15 -0.18
0.22 -0.85 -0.72
0.68 -0.07 0.19
-0.03 -0.85 -0.27
-0.41 -0.01 -0.10
1.36 -0.23 0.04
0.38 -0.08 0.57
-1.11 0.43 -0.37
-0.05 0.83 -0.39
-0.39 0.51 -0.05
0.12 -0.33 -0.05
0.47 0.23 -0.15
-0.48 -0.41 0.27
0.12 -0.19 -0.17
0.23 -0.36 0.49
-0.22 -0.29 -0.14
-0.10 -0.07 0.01
1.04 -1.66 0.41
-1.07 0.83 1.31
1.34 1.13 -2.54
0.76 -1.70 -0.38
-1.24 2.15 -0.60
0.81 -0.22 0.34
-0.17 -0.43 0.45
-0.33 0.06 0.37
0.34 -0.15 -0.03
0.00 -0.24 0.61
-0.92 -0.04 0.10
-0.50 0.09 0.07
0.02 0.25 -0.11
-1.16 -2.14 1.14
-0.08 2.58 0.93
-2.02 -0.24 -0.73
2.24 0.71 0.82
1.05 -0.59 -2.06
-0.09 0.33 0.16
-0.02 -0.05 0.24
0.05 0.58 -0.15
0.48 0.02 -0.09
0.53 -0.70 -0.04
0.21 -0.20 -0.09
-0.45 0.03 0.33
-0.70 -0.50 -0.42
0.88 0.64 -1.81
-0.46 -1.09 0.70
0.67 1.13 2.40
1.23 -0.75 -1.65
-0.27 0.48 1.21
0.00 0.05 -0.04
0.37 0.24 -0.28
-0.46 -0.08 -0.10
-0.14 -0.06 0.48
-0.25 -0.07 -0.42
-0.50 -0.23 -0.36
-0.64 0.03 -0.13
-0.36 -0.37 0.03
-0.27 -1.08 -0.95
-1.21 -2.15 0.28
2.76 1.10 1.28
-0.34 1.61 -1.78
-0.79 -0.60 1.32
-0.38 0.98 1.09
0.07 0.22 -0.74
-0.30 -0.74 -0.40
0.79 0.73 -0.10
0.03 0.06 -0.02
-0.25 0.16 0.30
0.15 -0.10 -0.01
-0.33 -0.11 -0.37
0.12 -1.28 2.14
-0.24 1.76 -1.06
0.17 -0.66 0.53
-0.44 -0.26 -0.15
0.65 0.57 -1.68
-0.13 -0.11 -0.11
0.34 -0.27 -0.46
-0.71 0.35 0.14
0.21 -0.01 0.13
0.11 -0.21 -0.38
0.12 0.14 0.03
-0.63 0.17 0.70
0.49 -0.20 0.11
0.12 1.24 -0.94
2.32 -0.84 0.72
-2.36 -0.10 -0.80
-0.09 -4.03 1.65
-0.41 -0.24 0.84
0.42 0.95 0.50
0.45 0.32 -0.51
-0.01 -0.73 0.25
-0.01 1.23 -0.11
-0.55 0.25 0.18
0.81 1.05 -0.17
-0.11 0.27 -0.99
-0.59 0.58 -0.55

Kohn-Sham gap = 9.6 eV
relative energy (zero: lowest compared OMol25 entry of this formula, charge and spin) = 37.8 kcal/mol
E_LUMO = 0.5 eV
structure (SMILES) = CNC(C)=O.C1CCOC1.C1CCOC1.C1CCOC1.C1CCOC1.C1CCOC1.C1CCOC1.C1CCOC1.C1CCOC1

- E_LUMO of number 2 (C35H71NO9)?
  0.5 eV

- Which value of Kohn-Sham gap does entry 2 give?
  9.6 eV